1.
# C24H22N4O3OsS3

C24H22N4O3OsS3 as an isolated structure at a distorted geometry (ωB97M-V/def2-TZVPD, the Open Molecules 2025 dataset).

The geometry in XYZ format:
```
57
Properties=species:S:1:pos:R:3:forces:R:3
Os -0.97485 -0.32405 1.03692 -2.174 -0.278 -0.213
C 4.05834 3.86843 -4.11474 -0.069 -0.011 -0.015
C 3.25243 2.75359 -3.50897 0.078 -0.079 0.002
C 3.46437 1.43578 -3.90754 -0.006 0.050 0.015
C 2.71184 0.40167 -3.37552 0.017 -0.039 0.012
C 1.73896 0.69361 -2.43518 -0.110 -0.238 -0.006
C 1.50658 1.99491 -2.01940 -0.004 0.038 0.032
C 2.27072 3.01669 -2.55469 -0.001 0.008 0.006
S 0.65630 -0.60035 -1.89027 -0.151 0.186 -0.065
O 1.20058 -1.86820 -2.28741 0.138 0.091 0.076
O -0.66152 -0.24629 -2.31714 -0.103 0.000 0.144
N 0.67592 -0.46269 -0.23468 -0.421 0.053 -0.120
C 1.88284 -0.65600 0.42861 0.557 -0.040 0.089
C 3.11449 -0.98061 -0.12043 -0.477 0.005 0.056
C 4.25050 -1.09248 0.69424 0.152 0.011 0.156
C 4.19832 -0.87441 2.04355 0.110 -0.021 -0.057
C 2.96943 -0.53159 2.64082 -0.222 0.020 -0.031
C 2.81457 -0.25401 4.01451 -0.153 0.036 -0.094
C 1.58689 0.12690 4.49107 0.288 -0.021 0.042
C 0.49618 0.18025 3.62444 -0.261 0.065 -0.011
N 0.58652 -0.12341 2.33397 0.892 0.119 0.821
C 1.82149 -0.44190 1.82841 0.176 -0.031 -0.256
H 5.05600 3.52747 -4.38768 0.013 0.017 0.007
H 4.15010 4.70838 -3.42770 0.013 0.009 -0.009
H 3.57308 4.23112 -5.02348 0.015 0.024 0.007
H 4.22455 1.21733 -4.64764 0.010 0.003 0.009
H 2.86468 -0.62562 -3.68123 0.005 0.029 -0.031
H 0.73327 2.20022 -1.28927 -0.002 0.029 -0.029
H 2.09832 4.03776 -2.23697 0.000 -0.005 0.016
H 3.19514 -1.17749 -1.17659 0.074 -0.036 0.013
H 5.19185 -1.35714 0.23095 -0.007 0.000 -0.006
H 5.08134 -0.95116 2.66404 0.010 -0.015 -0.024
H 3.67396 -0.33516 4.66813 -0.015 0.036 0.030
H 1.44110 0.37955 5.53082 -0.039 -0.012 0.000
H -0.48010 0.46297 3.99140 -0.029 -0.035 -0.087
S -2.39080 -1.09233 2.88716 0.482 -0.052 -0.247
C -3.27848 0.40447 2.77287 -0.207 0.131 0.129
S -2.45322 1.67818 1.95968 0.488 -0.054 -0.227
C -4.52272 0.53766 3.33331 0.336 -0.116 -0.192
C -5.24133 1.76112 3.24217 -0.132 0.254 -0.027
N -5.82713 2.74825 3.15466 0.054 -0.052 0.024
C -5.14731 -0.56429 3.98053 -0.152 -0.204 0.120
N -5.65273 -1.46458 4.49064 0.064 0.047 -0.018
C -3.76332 -1.13688 -2.04200 0.337 0.223 0.359
C -3.29848 -1.61690 -0.66235 -0.843 -0.895 -0.227
C -2.56842 -2.96142 -0.76215 0.137 0.451 0.056
C -4.53420 -1.74591 0.24171 0.284 0.152 0.097
O -2.42455 -0.65388 -0.10154 0.912 0.399 -0.064
H -4.43474 -1.87768 -2.47412 -0.001 -0.010 0.008
H -2.90845 -0.98688 -2.69062 0.081 -0.007 -0.152
H -4.29344 -0.18905 -1.93851 -0.030 -0.029 -0.035
H -3.24690 -3.74045 -1.10682 -0.008 0.005 -0.007
H -2.18037 -3.23632 0.22182 -0.046 -0.086 -0.014
H -1.73479 -2.87212 -1.46027 0.023 -0.074 -0.016
H -5.26348 -2.39918 -0.23555 0.001 -0.011 -0.024
H -4.98642 -0.76409 0.39044 -0.031 -0.021 -0.002
H -4.27288 -2.16180 1.21358 -0.055 -0.019 -0.019
```
Forces are in eV/Å.

Output
Orbital gap (alpha / beta), eV: 6.73 / 5.93
Energy above the lowest of the compared OMol25 structures with the same formula, charge and spin, kJ/mol: 57.9
2S+1: 5
Energy, hartree: -2657.67969


2.
# C11H15NO

A 2-piece molecular cluster, C11H15NO overall at a distorted geometry (ωB97M-V/def2-TZVPD, the Open Molecules 2025 dataset).

The geometry in XYZ format:
```
28
Properties=species:S:1:pos:R:3:forces:R:3
C 1.29353 -1.90569 -0.92067 1.306 -0.582 3.404
C 0.75832 -2.77520 0.27916 -1.124 -0.345 -2.004
O 2.53512 -1.33739 -0.46197 0.423 0.206 -0.864
H 1.57827 -2.59812 -1.70006 -0.316 0.556 -0.693
H 0.58678 -1.09504 -1.09004 -0.075 -0.273 -0.909
H 0.53263 -3.76828 -0.11999 0.221 -0.138 0.238
H 2.42484 -0.88353 0.38004 -0.227 -0.343 -0.273
H -0.23920 -2.40145 0.49345 -0.043 0.129 0.868
H 1.42354 -2.90336 1.12830 -0.010 0.391 -0.031
C -2.62971 -0.26057 1.26923 -0.359 -0.493 0.433
C -0.57569 0.82110 0.32188 -1.441 -0.585 -1.087
C -1.94531 0.39641 0.13718 0.132 1.560 2.301
C -0.31577 1.66098 -0.75184 0.613 1.615 -1.379
C -2.47528 1.13436 -0.93693 0.730 0.826 -1.984
C 0.43629 0.50444 1.21072 1.608 -0.251 0.108
C 0.88199 2.27061 -1.02482 0.405 -0.555 1.398
C 1.67602 1.12694 0.97351 0.633 -0.564 0.642
C 1.90322 2.01687 -0.05459 -1.232 0.602 -1.202
N -1.50696 1.88998 -1.50070 0.404 -1.754 1.293
H 0.41301 -0.28966 1.96553 -0.459 0.475 -0.240
H -3.71594 -0.22268 1.36114 -0.029 -0.243 -0.974
H -2.36967 0.24487 2.21938 0.622 -0.528 -0.443
H -3.43591 1.16090 -1.41951 -0.364 -0.351 0.341
H -1.42164 2.22445 -2.45004 -0.662 0.251 0.002
H 1.06314 2.89622 -1.88278 -0.075 0.188 -0.035
H 2.58117 0.80680 1.51249 -0.719 0.397 0.309
H 2.81074 2.58874 -0.15488 0.397 -0.374 0.061
H -2.26752 -1.30271 1.21683 -0.359 0.182 0.722
```
Forces are in eV/Å.

Output
Orbital gap (alpha / beta), eV: 8.93 / 5.61
Net charge: +1
Energy above the lowest of the compared OMol25 structures with the same formula, charge and spin, kJ/mol: 154.7
2S+1: 2
Energy, hartree: -557.82386


3.
# C12H17NO4

An isolated molecule of C12H17NO4 (ωB97M-V/def2-TZVPD, the Open Molecules 2025 dataset).

The geometry in XYZ format:
```
34
Properties=species:S:1:pos:R:3:forces:R:3
C -4.03657 0.29565 0.53838 0.207 -0.013 0.031
C -2.65428 -0.34350 0.49353 -0.151 -0.062 -0.112
H -2.12548 -0.15696 1.43033 0.051 -0.089 -0.023
H -2.75093 -1.42081 0.36662 0.071 0.130 0.056
C -1.81903 0.22219 -0.65944 -0.151 0.012 0.004
N -0.48473 -0.35813 -0.74966 -0.486 0.448 0.009
C -0.02613 -1.55916 -0.24781 0.331 -0.296 -0.125
O -0.68676 -2.39986 0.30125 -0.053 -0.171 0.143
C 1.46504 -1.64198 -0.53284 0.188 -0.249 0.112
C 2.23287 -1.74454 0.78864 -0.198 0.006 0.095
C 2.04140 -0.48455 1.63129 0.111 -0.082 0.012
C 2.32532 0.80910 0.84331 0.120 0.055 -0.044
C 2.79724 0.53349 -0.58266 -0.133 0.126 0.021
H 3.77975 0.05888 -0.57757 0.023 0.005 -0.069
H 2.87892 1.47512 -1.12773 0.080 -0.043 -0.038
C 1.79926 -0.37113 -1.31495 0.317 0.137 -0.111
C 0.47876 0.35053 -1.44022 0.396 -0.251 -0.261
O 0.25107 1.37852 -2.02608 0.078 0.054 -0.143
H 2.17894 -0.58545 -2.31780 -0.133 0.010 0.044
H 1.42064 1.41793 0.79875 0.029 0.071 0.039
H 3.08607 1.40049 1.35444 -0.063 0.060 0.007
H 2.69622 -0.54780 2.50165 -0.094 0.000 0.050
H 1.01515 -0.46631 2.00208 -0.022 -0.010 0.100
H 1.86553 -2.61166 1.33991 0.082 -0.040 -0.045
H 3.29125 -1.90360 0.57691 0.003 -0.058 -0.023
H 1.64663 -2.54748 -1.11905 -0.123 0.086 0.010
C -1.62659 1.72416 -0.42736 0.106 0.035 0.240
O -0.93532 2.18283 0.44138 -0.014 -0.030 0.161
O -2.38329 2.45437 -1.23762 -0.498 0.213 -0.482
H -2.22755 3.40097 -1.09089 0.129 -0.209 0.213
H -2.33975 0.08405 -1.61503 0.086 0.018 0.149
H -4.54886 0.17010 -0.41283 -0.116 0.018 -0.083
H -4.63292 -0.17463 1.31575 -0.077 -0.001 0.043
H -3.97189 1.35918 0.75530 -0.094 0.121 0.021
```
Forces are in eV/Å.

Output
Orbital gap, eV: 10.69
Energy above the lowest of the compared OMol25 structures with the same formula, charge and spin, kJ/mol: 0.0
Energy, hartree: -823.25641


Which of these has the lowest energy above the lowest of the compared OMol25 structures with the same formula, charge and spin?
C12H17NO4